71
Properties=species:S:1:pos:R:3 method="wB97M-V/def2-TZVPD" e_lumo_ev=0.3225 gap_ev=10.083 energy_ev=-35659.3250 total_charge=0 e_above_lowest_kcal_mol=0.0 smiles="NC(N)=O.CCO.CCO.CCO.CCO.CCO.CCO.CCO"
N -4.044 -0.889 -3.424
C -2.796 -0.386 -3.442
N -2.257 0.069 -4.574
O -2.184 -0.189 -2.424
H -4.505 -1.241 -4.229
H -4.214 -1.254 -2.501
H -1.441 0.666 -4.344
H -2.765 0.377 -5.412
C 3.043 0.746 -0.739
C 2.901 2.273 -0.666
O 3.232 2.852 0.581
H 2.627 0.334 -1.692
H 2.589 0.257 0.087
H 4.080 0.528 -0.604
H 1.888 2.505 -1.000
H 3.511 2.731 -1.421
H 2.417 2.848 1.084
C -1.981 2.851 -0.955
C -1.142 2.842 -2.211
O -0.192 1.757 -2.202
H -2.736 3.641 -0.998
H -1.342 3.176 -0.180
H -2.411 1.853 -0.809
H -0.698 3.807 -2.532
H -1.795 2.615 -3.108
H -0.697 0.926 -2.245
C -1.799 -3.416 -0.813
C -2.177 -4.753 -1.317
O -3.079 -5.362 -0.272
H -1.110 -3.603 0.039
H -2.599 -2.788 -0.521
H -1.199 -2.850 -1.531
H -1.325 -5.395 -1.442
H -2.837 -4.850 -2.223
H -3.750 -4.673 -0.145
C 1.989 -2.035 4.809
C 3.157 -2.286 3.813
O 2.740 -2.139 2.438
H 0.978 -2.371 4.535
H 1.973 -1.001 5.122
H 2.229 -2.553 5.723
H 3.700 -3.258 3.841
H 4.015 -1.566 4.070
H 2.313 -1.278 2.236
C 3.370 -3.466 -0.949
C 2.171 -4.351 -0.537
O 1.315 -3.817 0.431
H 4.079 -4.060 -1.577
H 3.945 -3.116 -0.058
H 3.057 -2.561 -1.485
H 2.614 -5.288 -0.184
H 1.558 -4.568 -1.433
H 1.783 -3.641 1.241
C -0.808 1.155 1.948
C -0.862 -0.176 1.128
O 0.489 -0.678 1.032
H -1.827 1.553 2.147
H -0.181 1.868 1.457
H -0.288 0.893 2.870
H -1.210 -0.059 0.099
H -1.509 -0.868 1.718
H 0.271 -1.538 0.611
C -0.709 5.788 0.631
C -1.349 5.637 1.991
O -2.235 6.609 2.411
H -1.399 5.701 -0.210
H 0.053 5.018 0.525
H -0.258 6.748 0.506
H -0.538 5.497 2.780
H -1.958 4.725 2.094
H -1.883 7.479 2.414